No. 1
C12H22CuN3O5P | wB97M-V/def2-TZVPD

```
44
Properties=species:S:1:pos:R:3:lowdin_spin:R:1
Cu 1.944 -0.381 -0.582 0.210
C 2.885 -1.805 1.481 -0.006
O 3.105 -2.013 2.577 0.000
C 3.324 -2.342 -1.715 0.046
O 4.222 -3.102 -1.409 0.048
C 3.456 0.748 -0.176 0.059
O 4.059 1.416 0.535 0.002
C 1.994 -2.370 -0.888 0.076
O 1.241 -3.247 -0.608 0.167
C 2.260 -0.186 -2.469 0.249
H 1.345 -0.436 -3.021 0.024
H 2.604 0.807 -2.773 0.004
C 3.327 -1.229 -2.738 0.052
H 4.337 -0.786 -2.762 0.000
H 3.216 -1.707 -3.731 0.012
C -1.761 -0.669 -1.765 0.002
N -1.863 -0.674 -0.296 0.004
C -2.137 -2.022 0.247 0.000
P -0.856 0.300 0.582 0.002
O 0.583 -0.128 0.786 0.042
N -1.508 0.222 2.102 0.002
C -2.937 0.443 2.307 0.000
C -0.686 0.629 3.244 0.001
N -0.901 1.802 -0.150 0.000
C 0.224 2.735 0.061 0.000
C -2.188 2.482 -0.359 0.000
H -2.754 -0.897 -2.179 0.001
H -1.051 -1.431 -2.131 0.001
H -1.450 0.320 -2.120 0.000
H -1.500 -2.787 -0.229 0.000
H -1.968 -2.032 1.331 0.000
H -3.191 -2.265 0.051 0.000
H -3.216 -0.053 3.246 0.000
H -3.190 1.513 2.386 0.000
H -3.514 0.000 1.490 0.000
H -1.178 0.270 4.157 0.000
H 0.309 0.178 3.175 0.000
H -0.581 1.727 3.305 0.000
H 0.788 2.851 -0.873 0.000
H -0.164 3.718 0.358 0.000
H 0.909 2.375 0.839 0.000
H -2.969 1.783 -0.673 0.000
H -2.521 3.019 0.543 0.000
H -2.049 3.219 -1.158 0.000
```

Results
Highest occupied orbital energy (spin up / spin down) = -14.7318 / -14.7211 eV
LUMO energy (spin up / spin down) = -10.4 / -11.3 eV
Charge = +2
2S+1 = 2
Expectation value of S² = 0.7709

---

No. 2
C12H22F3N3O | wB97M-V/def2-TZVPD

```
41
Properties=species:S:1:pos:R:3:lowdin_charge:R:1
C 3.726 0.775 -0.169 -0.090
O 2.422 1.130 -0.595 -0.162
C 1.384 0.809 0.328 -0.318
C 0.221 0.274 -0.536 -0.098
C -1.200 0.646 -0.103 -0.131
C -1.622 0.035 1.178 -0.221
F -2.962 0.052 1.441 0.061
C -0.826 -0.475 2.158 -0.273
F -0.023 -1.534 2.062 0.138
F -0.782 0.052 3.391 0.127
C 1.055 2.041 1.176 -0.326
N 2.147 2.187 2.194 0.064
C 1.049 3.323 0.356 -0.226
N 0.934 4.477 1.274 0.000
H 4.353 0.780 -1.056 0.088
H 4.118 1.532 0.507 0.083
H 3.771 -0.228 0.253 0.090
H 1.737 -0.015 0.948 0.128
H 0.267 -0.814 -0.510 0.102
H 0.366 0.558 -1.571 0.127
H -1.343 1.726 -0.075 0.123
H -1.873 0.282 -0.884 0.113
H 0.128 1.954 1.737 0.120
H 1.724 2.371 3.094 0.069
H 2.605 1.293 2.318 0.057
H 1.995 3.439 -0.153 0.113
H 0.205 3.323 -0.339 0.108
H 0.240 4.304 1.988 0.057
H 0.675 5.282 0.724 0.061
C -3.009 -2.681 -0.955 -0.094
C -2.121 -3.891 -1.215 -0.251
C -0.995 -3.598 -2.213 -0.185
C -1.536 -3.192 -3.513 -0.242
N -1.967 -2.882 -4.526 0.147
H -3.520 -2.356 -1.862 0.078
H -3.775 -2.920 -0.218 0.080
H -2.425 -1.843 -0.571 0.043
H -2.733 -4.715 -1.587 0.112
H -1.676 -4.223 -0.275 0.108
H -0.376 -4.482 -2.360 0.118
H -0.355 -2.797 -1.841 0.103
```

Results
Highest occupied orbital energy = -8.8277 eV
LUMO energy = -0.3 eV
Structure (SMILES) = CO[C@H](CCC(F)=C(F)F)[C@@H](N)CN.CCCC#N
2S+1 = 1

---

No. 3
C12H22LuN3O2PS | wB97M-V/def2-TZVPD

```
42
Properties=species:S:1:pos:R:3:lowdin_charge:R:1
C -0.499 -3.320 0.694 -0.170
C -0.552 -3.324 -0.864 -0.314
C -0.942 -1.967 -1.472 -0.156
O -0.376 -0.966 -0.642 -0.148
C -0.874 0.356 -0.706 -0.468
C -1.590 0.602 -1.954 -0.187
N -2.156 0.715 -2.944 0.292
P -2.122 0.515 0.780 1.119
C -3.191 1.951 0.667 -0.190
O -3.067 -0.770 0.571 -0.224
C 0.316 1.322 -0.482 -0.378
C -0.234 2.637 -0.118 -0.193
N -0.678 3.643 0.194 0.275
C 1.171 1.512 -1.779 -0.164
N 1.695 0.263 -2.303 0.063
C 1.182 0.800 0.678 -0.174
C 1.990 1.877 1.404 -0.253
C 2.995 1.267 2.375 -0.493
S 2.077 0.500 3.716 0.934
H -0.825 -4.301 1.087 0.071
H -1.198 -2.584 1.090 0.115
H 0.515 -3.118 1.086 0.039
H -1.323 -4.050 -1.161 0.142
H 0.418 -3.620 -1.337 -0.061
H -2.030 -1.921 -1.517 0.138
H -0.525 -1.882 -2.480 0.144
H -2.827 2.725 1.348 0.063
H -3.224 2.374 -0.344 0.082
H -4.186 1.638 0.997 0.080
H -3.773 -0.670 -0.092 0.115
H 2.007 2.147 -1.479 0.139
H 0.592 2.088 -2.510 0.142
H 2.478 0.458 -2.921 0.109
H 0.999 -0.171 -2.902 0.073
H 0.511 0.316 1.420 0.082
H 1.846 0.027 0.282 0.123
H 1.313 2.532 1.958 0.118
H 2.542 2.497 0.691 0.137
H 3.605 0.498 1.885 0.100
H 3.667 2.020 2.795 0.109
H 3.098 0.300 4.565 -0.070
Lu 1.175 -4.914 -0.278 1.838
```

Results
Highest occupied orbital energy = -17.0461 eV
LUMO energy = -14.8 eV
Charge = +3
2S+1 = 1

---

No. 4
C12H22NPtSe3Si2Te | wB97M-V/def2-TZVPD

```
42
Properties=species:S:1:pos:R:3:lowdin_spin:R:1
Pt 1.849 0.635 -0.205 0.144
Se 4.164 0.317 -0.717 1.346
Se 5.222 1.984 1.048 0.766
Te 4.099 4.136 0.483 0.614
Se 2.294 2.885 -0.958 0.337
C 0.322 -0.123 2.859 -0.001
Si -0.634 0.799 1.605 0.058
C -2.491 0.690 1.928 0.036
C -0.108 2.620 1.600 0.026
C -0.438 -0.153 -0.130 0.417
C 0.216 -1.446 -0.034 0.055
C -0.363 -2.684 0.313 0.011
C 0.445 -3.690 0.747 0.004
C 1.870 -3.512 0.801 0.003
C 2.364 -2.300 0.389 0.030
N 1.557 -1.333 -0.055 0.030
Si -1.121 0.280 -1.894 0.044
C -2.347 -1.036 -2.266 0.016
C -1.911 1.979 -1.893 -0.001
C 0.241 0.244 -3.216 0.019
H -0.402 -0.126 3.743 0.000
H 1.200 0.492 3.103 0.000
H 0.613 -1.129 2.576 0.000
H -2.740 0.899 3.001 0.005
H -2.940 -0.266 1.630 0.000
H -2.963 1.497 1.430 0.000
H 0.947 2.698 1.537 0.001
H -0.506 3.022 2.522 0.002
H -0.584 3.042 0.750 0.001
H -1.418 -2.922 0.080 0.000
H -0.114 -4.647 1.038 0.001
H 2.531 -4.316 0.971 0.000
H 3.439 -2.034 0.288 0.029
H -3.142 -1.199 -1.539 0.000
H -1.875 -2.004 -2.379 0.000
H -2.984 -0.741 -3.138 0.003
H -1.068 2.584 -1.374 0.001
H -2.778 2.143 -1.300 0.000
H -1.944 2.331 -2.914 0.000
H 1.090 -0.448 -2.891 0.001
H 0.632 1.210 -3.485 0.001
H -0.225 -0.382 -4.052 0.002
```

Results
Highest occupied orbital energy (spin up / spin down) = -10.3383 / -11.2645 eV
LUMO energy (spin up / spin down) = -4.0 / -6.0 eV
Charge = +1
2S+1 = 5
Expectation value of S² = 6.0534

---

No. 5
C12H22O | wB97M-V/def2-TZVPD

```
35
Properties=species:S:1:pos:R:3:lowdin_charge:R:1
C -2.691 -0.016 -0.467 -0.052
C -1.291 -0.587 -0.898 -0.268
C -0.909 -1.970 -0.255 -0.106
C -0.606 -1.742 1.284 -0.181
C -0.476 -0.324 1.748 -0.177
C 0.320 0.706 0.869 -0.407
C 0.117 2.146 1.301 -0.047
C 1.804 0.218 0.932 -0.164
C 2.051 -0.950 0.034 -0.228
C 1.952 -0.708 -1.497 -0.121
C 0.954 0.566 -1.560 -0.105
C -0.254 0.586 -0.610 -0.486
H -3.418 -0.894 -0.607 0.091
H -2.607 0.265 0.617 0.078
H -3.084 0.773 -1.155 0.083
H -1.367 -0.738 -1.952 0.117
H -0.134 -2.394 -0.935 0.101
H -1.915 -2.573 -0.324 0.131
H -1.313 -2.142 2.062 0.130
H 0.364 -2.055 1.561 0.065
H -1.371 0.201 2.105 0.097
H 0.319 -0.265 2.677 0.157
H 0.537 2.915 0.533 0.122
H 0.742 2.274 2.216 0.093
H -0.916 2.427 1.481 0.082
H 2.266 0.033 2.014 0.160
H 2.505 0.977 0.599 0.106
H 1.529 -1.867 0.268 0.072
H 3.151 -1.195 0.157 0.124
H 1.640 -1.518 -2.052 0.062
H 3.009 -0.435 -1.802 0.119
H 1.466 1.556 -1.296 0.134
H 0.547 0.702 -2.622 0.125
H -0.759 2.111 -1.898 0.204
O -0.878 1.785 -0.867 -0.111
```

Results
Highest occupied orbital energy = -9.4038 eV
LUMO energy = 0.8 eV
Relative energy (zero: lowest compared OMol25 entry of this formula, charge and spin) = 227.8 kJ/mol
Structure (SMILES) = C[C@@H]1CCC[C@@]2(C)CCCC[C@@]12O
2S+1 = 1

---

No. 6
C12H22O4 | wB97M-V/def2-TZVPD

```
38
Properties=species:S:1:pos:R:3:lowdin_charge:R:1
C -2.210 1.143 1.078 -0.166
C -3.143 2.107 0.307 -0.136
C -4.489 1.576 0.644 -0.250
O -4.311 0.193 0.799 -0.083
C -2.947 -0.139 1.000 -0.263
H -1.891 1.413 2.085 0.131
H -1.275 1.049 0.527 0.092
H -3.058 1.938 -0.766 0.109
H -3.125 3.185 0.470 0.113
H -5.266 1.794 -0.089 0.117
H -4.892 2.069 1.529 0.111
H -2.511 -0.825 0.274 -0.039
H -2.884 -0.647 1.962 0.127
C 0.461 -0.680 -1.273 -0.201
C 0.474 -0.943 0.143 -0.148
C -0.960 -1.016 0.640 -0.224
O -1.692 -0.960 -0.568 -0.117
C -0.999 -0.306 -1.629 -0.095
H 0.692 -1.616 -1.780 0.112
H 1.165 0.116 -1.516 0.075
H 1.009 -0.085 0.550 0.123
H 0.981 -1.898 0.276 0.126
H -1.152 -0.279 1.420 0.087
H -0.999 -1.991 1.126 0.152
H -1.071 0.769 -1.791 0.117
H -1.368 -0.841 -2.503 0.130
O 2.322 -2.355 -1.478 0.085
C 3.035 -1.517 -0.964 -0.407
O 3.911 -1.952 -0.024 0.061
C 4.601 -0.915 0.520 -0.228
C 3.997 0.426 0.215 -0.148
C 3.230 0.020 -1.033 -0.086
H 5.637 -0.904 0.181 0.132
H 4.656 -0.979 1.607 0.131
H 4.676 1.278 0.185 0.123
H 3.224 0.841 0.861 0.107
H 3.838 0.295 -1.895 0.138
H 2.334 0.638 -1.091 0.087
```

Results
Highest occupied orbital energy = -7.5185 eV
LUMO energy = 0.5 eV
Relative energy (zero: lowest compared OMol25 entry of this formula, charge and spin) = 402.7 kJ/mol
2S+1 = 1

---

Ordered E results: -2992.04907, -1009.40109, -2758.89299, -8695.55350, -545.56752, -771.09967; unit a.u..